This record from the OMol25 dataset describes a molecular structure, C30H50InP2S in a non-equilibrium geometry. The level of theory is ωB97M-V with the def2-TZVPD basis set.

Geometry as XYZ:
```
84
Properties=species:S:1:pos:R:3
In -0.12 0.00 0.02
C -1.89 1.58 0.19
C -2.29 0.64 -0.87
C -2.13 -0.58 1.16
C -1.88 0.83 1.45
C -2.42 -0.72 -0.28
C -1.94 3.08 0.06
H -1.61 3.46 -0.93
H -1.33 3.63 0.80
H -2.98 3.45 0.19
C -1.86 1.42 2.81
H -1.66 2.51 2.83
H -1.12 0.96 3.49
H -2.84 1.28 3.30
C -2.35 -1.66 2.18
H -3.43 -1.75 2.42
H -1.84 -1.45 3.14
H -2.02 -2.67 1.87
C -3.28 -1.85 -0.76
H -4.33 -1.61 -0.52
H -3.08 -2.81 -0.23
H -3.28 -2.10 -1.84
C -3.07 1.15 -1.99
H -4.02 1.56 -1.58
H -3.40 0.40 -2.72
H -2.62 2.00 -2.54
C 1.35 0.40 -3.35
C 0.32 1.28 -3.50
C -0.26 1.62 -4.84
C -1.13 0.47 -5.39
C -1.18 -0.75 -4.50
C -0.14 -1.60 -4.42
C 1.16 -1.38 -5.14
C 2.02 -0.27 -4.50
H 0.55 1.85 -5.55
H -0.71 0.17 -6.37
H -0.85 2.55 -4.76
H 2.30 0.47 -5.27
H 1.74 0.05 -2.39
H -0.21 1.78 -2.68
H 2.99 -0.69 -4.16
H 1.71 -2.33 -5.23
H -0.28 -2.61 -4.01
H 0.95 -1.10 -6.18
H -2.14 0.82 -5.66
H -2.16 -1.08 -4.13
P 1.51 1.75 0.67
C 1.17 2.58 2.26
H 2.06 3.21 2.49
H 1.03 1.92 3.12
H 0.31 3.27 2.21
C 3.22 1.23 0.92
H 3.78 2.09 1.34
H 3.72 0.95 -0.02
H 3.32 0.39 1.63
C 1.74 3.26 -0.30
H 2.24 3.08 -1.26
H 2.40 3.94 0.28
H 0.81 3.81 -0.50
P 0.76 -2.29 -0.17
C -0.41 -3.64 -0.55
H 0.19 -4.48 -0.94
H -1.20 -3.43 -1.27
H -0.93 -4.01 0.36
C 2.41 -2.61 -0.84
H 2.39 -2.81 -1.92
H 2.82 -3.53 -0.39
H 3.14 -1.81 -0.64
C 1.18 -3.17 1.39
H 1.39 -4.22 1.13
H 0.35 -3.18 2.11
H 2.07 -2.77 1.86
S 0.72 -0.65 2.65
C 1.00 -0.26 4.28
C 2.26 0.26 4.71
C 2.52 0.54 6.05
C 1.54 0.31 7.02
C 0.30 -0.21 6.64
C 0.03 -0.49 5.31
H 3.03 0.43 3.95
H 3.49 0.93 6.34
H 1.75 0.52 8.07
H -0.46 -0.40 7.40
H -0.94 -0.91 5.03
```

Gap between HOMO and LUMO = 6.34 eV
Net charge = +1
HOMO energy = -0.336 Ha
E_tot = -66498.7276 eV
LUMO level = -2.8 eV